# 1
This record from OMol25 describes a 2-piece molecular cluster, C2H7N2P2 overall in a non-equilibrium geometry. The level of theory is ωB97M-V/def2-TZVPD.

Each line ends with the Mulliken charge.
Geometry (Å):
C -0.72 -1.06 0.02  0.18
C -3.06 0.27 -0.59  -0.24
N 0.55 -1.11 0.01  -0.16
N 2.61 0.62 0.15  -0.90
P -4.40 -0.16 0.20  0.03
P -1.37 0.67 0.08  0.04
H -3.15 0.33 -1.72  0.33
H 0.90 -2.05 0.21  0.31
H 1.39 -0.38 0.10  0.43
H 2.41 1.49 -0.30  0.28
H 3.19 0.11 -0.53  0.31
H 3.19 0.76 0.98  0.27
H -1.54 0.51 1.39  0.10

Lowest unoccupied orbital energy (alpha / beta) (eV): -4.3 / -6.4
Molecular weight (g/mol): 121.0
Max |F| (eV/Å): 3.14
Charge: +1
Electronic energy (a.u.): -872.20138
<S²>: 2.020
Gap between HOMO and LUMO (alpha / beta) (hartree): 0.2702 / 0.2664
Multiplicity: 3

---

# 2
This record from OMol25 describes C3H2FHgO2 as an isolated structure in a non-equilibrium geometry. The level of theory is ωB97M-V/def2-TZVPD.

Each line ends with the Mulliken charge.
Geometry (Å):
H -0.47 0.16 1.36  0.04
C -0.68 -0.43 -1.03  0.33
C 0.19 0.40 -0.36  -0.44
O 1.52 0.47 -0.77  -0.04
C 2.42 1.22 -0.32  -0.20
O -1.93 -0.43 -0.70  -0.53
H -0.35 -0.74 -2.04  0.31
F -0.64 1.87 0.01  -0.35
Hg -2.81 0.88 0.95  -0.12

Lowest unoccupied orbital energy (alpha / beta) (eV): 3.7 / 2.8
Molecular weight (g/mol): 289.6
Max |F| (eV/Å): 4.61
Charge: -1
Electronic energy (a.u.): -519.00048
<S²>: 2.061
Gap between HOMO and LUMO (alpha / beta) (hartree): 0.2517 / 0.2224
Multiplicity: 3